A cluster of 10 separate species, C60H150N10O20 in total in a non-equilibrium geometry. Source: OMol25; level of theory: the ωB97M-V functional and the def2-TZVPD basis.

Summary:
- 2S+1: 1
- Relative energy (zero: lowest compared OMol25 entry of this formula, charge and spin): 1227.77 kJ/mol
- LUMO: 0.5 eV
- Total charge: 0
- SMILES string: COCCNCCOC.COCCNCCOC.COCCNCCOC.COCCNCCOC.COCCNCCOC.COCCNCCOC.COCCNCCOC.COCCNCCOC.COCCNCCOC.COCCNCCOC
- HOMO energy: -8.3 eV
- DFT total energy: -120478.19544 eV

Bonds (Å) are listed after each position.
Element x y z (Å)
1 C -0.46 0.05 -2.41  O2 1.437, H10 1.090, H11 1.090, H12 1.090
2 O 0.43 0.60 -1.42  C1 1.437, C3 1.494
3 C 0.35 -0.37 -0.29  O2 1.494, C4 1.554, H13 1.090, H14 1.090
4 C 1.48 0.02 0.71  C3 1.554, N5 1.527, H15 1.090, H16 1.090
5 N 1.10 1.36 1.34  C4 1.527, C6 1.450, H17 1.010
6 C 2.10 1.76 2.31  N5 1.450, C7 1.497, H18 1.090, H19 1.090
7 C 3.31 2.30 1.62  C6 1.497, O8 1.420, H20 1.090, H21 1.090
8 O 2.88 3.05 0.49  C7 1.420, C9 1.438
9 C 3.09 2.61 -0.86  O8 1.438, H22 1.090, H23 1.090, H24 1.090
10 H 0.04 -0.80 -2.87  C1 1.090
11 H -0.61 0.84 -3.15  C1 1.090
12 H -1.39 -0.27 -1.94  C1 1.090
13 H 0.54 -1.35 -0.72  C3 1.090
14 H -0.59 -0.46 0.26  C3 1.090
15 H 2.44 0.06 0.19  C4 1.090
16 H 1.51 -0.82 1.40  C4 1.090
17 H 0.93 2.15 0.75  N5 1.010
18 H 2.42 0.96 2.97  C6 1.090
19 H 1.51 2.53 2.81  C6 1.090
20 H 3.84 1.43 1.23  C7 1.090
21 H 3.93 2.87 2.30  C7 1.090
22 H 3.70 3.29 -1.46  C9 1.090
23 H 2.15 2.67 -1.40  C9 1.090
24 H 3.60 1.66 -1.04  C9 1.090
25 C -11.93 -3.18 -0.86  O26 1.512, H34 1.090, H35 1.090, H36 1.090
26 O -10.63 -2.57 -0.40  C25 1.512, C27 1.427
27 C -9.57 -3.51 -0.27  O26 1.427, C28 1.535, H37 1.090, H38 1.090
28 C -8.15 -3.02 -0.58  C27 1.535, N29 1.412, H39 1.090, H40 1.090
29 N -7.82 -2.96 -1.95  C28 1.412, C30 1.502, H41 1.010
30 C -6.76 -1.93 -2.19  N29 1.502, C31 1.591, H42 1.090, H43 1.090
31 C -5.37 -2.28 -1.50  C30 1.591, O32 1.443, H44 1.090, H45 1.090
32 O -4.26 -1.36 -1.56  C31 1.443, C33 1.388
33 C -4.54 -0.23 -0.81  O32 1.388, H46 1.090, H47 1.090, H48 1.090
34 H -12.29 -3.94 -0.17  C25 1.090
35 H -11.95 -3.82 -1.75  C25 1.090
36 H -12.71 -2.42 -0.87  C25 1.090
37 H -9.81 -4.40 -0.85  C27 1.090
38 H -9.63 -3.98 0.71  C27 1.090
39 H -7.44 -3.61 0.00  C28 1.090
40 H -7.97 -2.02 -0.19  C28 1.090
41 H -8.64 -2.77 -2.51  N29 1.010
42 H -7.23 -0.96 -1.98  C30 1.090
43 H -6.51 -1.90 -3.25  C30 1.090
44 H -4.97 -3.15 -2.03  C31 1.090
45 H -5.53 -2.50 -0.44  C31 1.090
46 H -5.27 0.19 -1.49  C33 1.090
47 H -3.82 0.58 -0.64  C33 1.090
48 H -5.04 -0.38 0.15  C33 1.090
49 C -0.16 -2.75 -7.70  O50 1.437, H58 1.090, H59 1.090, H60 1.090
50 O 0.34 -4.03 -7.31  C49 1.437, C51 1.380
51 C -0.60 -4.99 -6.98  O50 1.380, C52 1.524, H61 1.090, H62 1.090
52 C -1.44 -4.59 -5.77  C51 1.524, N53 1.439, H63 1.090, H64 1.090
53 N -0.59 -4.76 -4.62  C52 1.439, C54 1.440, H65 1.010
54 C -1.24 -5.07 -3.38  N53 1.440, C55 1.534, H66 1.090, H67 1.090
55 C -0.28 -5.89 -2.50  C54 1.534, O56 1.476, H68 1.090, H69 1.090
56 O 0.59 -6.81 -3.27  C55 1.476, C57 1.410
57 C 0.59 -8.19 -3.00  O56 1.410, H70 1.090, H71 1.090, H72 1.090
58 H 0.70 -2.10 -7.89  C49 1.090
59 H -0.86 -2.30 -7.00  C49 1.090
60 H -0.63 -2.76 -8.69  C49 1.090
61 H -0.05 -5.92 -6.81  C51 1.090
62 H -1.25 -5.20 -7.82  C51 1.090
63 H -2.35 -5.18 -5.67  C52 1.090
64 H -1.93 -3.63 -5.90  C52 1.090
65 H 0.12 -5.44 -4.86  N53 1.010
66 H -2.16 -5.65 -3.47  C54 1.090
67 H -1.47 -4.20 -2.77  C54 1.090
68 H -0.93 -6.33 -1.75  C55 1.090
69 H 0.44 -5.28 -1.96  C55 1.090
70 H 1.37 -8.79 -3.46  C57 1.090
71 H -0.33 -8.77 -3.08  C57 1.090
72 H 0.72 -8.32 -1.92  C57 1.090
73 C -1.15 1.55 4.89  O74 1.421, H82 1.090, H83 1.090, H84 1.090
74 O -1.95 1.54 6.07  C73 1.421, C75 1.376
75 C -1.98 2.72 6.78  O74 1.376, C76 1.564, H85 1.090, H86 1.090
76 C -3.29 3.47 6.39  C75 1.564, N77 1.477, H87 1.090, H88 1.090
77 N -3.27 4.91 6.72  C76 1.477, C78 1.422, H89 1.010
78 C -4.50 5.47 6.29  N77 1.422, C79 1.580, H90 1.090, H91 1.090
79 C -4.48 6.00 4.80  C78 1.580, O80 1.412, H92 1.090, H93 1.090
80 O -5.82 6.04 4.34  C79 1.412, C81 1.424
81 C -6.26 7.04 3.43  O80 1.424, H94 1.090, H95 1.090, H96 1.090
82 H -1.43 0.73 4.24  C73 1.090
83 H -0.19 1.16 5.22  C73 1.090
84 H -0.86 2.52 4.49  C73 1.090
85 H -1.08 3.32 6.69  C75 1.090
86 H -2.04 2.58 7.86  C75 1.090
87 H -4.15 2.98 6.86  C76 1.090
88 H -3.72 3.29 5.40  C76 1.090
89 H -3.25 5.00 7.72  N77 1.010
90 H -4.63 6.41 6.83  C78 1.090
91 H -5.36 4.88 6.60  C78 1.090
92 H -3.89 5.33 4.19  C79 1.090
93 H -4.14 7.04 4.76  C79 1.090
94 H -6.02 8.07 3.70  C81 1.090
95 H -7.35 7.01 3.46  C81 1.090
96 H -5.94 6.90 2.40  C81 1.090
97 C 1.40 -2.61 7.78  O98 1.458, H106 1.090, H107 1.090, H108 1.090
98 O 1.91 -1.30 8.16  C97 1.458, C99 1.373
99 C 1.22 -0.23 7.63  O98 1.373, C100 1.545, H109 1.090, H110 1.090
100 C 1.08 0.76 8.80  C99 1.545, N101 1.454, H111 1.090, H112 1.090
101 N 0.95 2.13 8.33  C100 1.454, C102 1.490, H113 1.010
102 C 2.08 2.80 7.62  N101 1.490, C103 1.544, H114 1.090, H115 1.090
103 C 1.68 4.17 7.01  C102 1.544, O104 1.358, H116 1.090, H117 1.090
104 O 2.76 4.45 6.23  C103 1.358, C105 1.434
105 C 2.86 5.80 5.77  O104 1.434, H118 1.090, H119 1.090, H120 1.090
106 H 0.36 -2.73 8.06  C97 1.090
107 H 1.83 -3.53 8.19  C97 1.090
108 H 1.30 -2.88 6.73  C97 1.090
109 H 0.21 -0.46 7.30  C99 1.090
110 H 1.74 0.29 6.83  C99 1.090
111 H 2.03 0.71 9.32  C100 1.090
112 H 0.31 0.45 9.51  C100 1.090
113 H 0.71 2.81 9.03  N101 1.010
114 H 2.37 2.20 6.76  C102 1.090
115 H 2.87 2.92 8.36  C102 1.090
116 H 1.66 4.78 7.92  C103 1.090
117 H 0.83 4.06 6.34  C103 1.090
118 H 3.25 6.40 6.58  C105 1.090
119 H 2.02 6.20 5.19  C105 1.090
120 H 3.65 5.68 5.03  C105 1.090
121 C 3.25 -1.22 -7.31  O122 1.347, H130 1.090, H131 1.090, H132 1.090
122 O 4.20 -0.93 -6.39  C121 1.347, C123 1.453
123 C 3.74 -0.73 -5.03  O122 1.453, C124 1.535, H133 1.090, H134 1.090
124 C 4.45 -1.72 -4.09  C123 1.535, N125 1.503, H135 1.090, H136 1.090
125 N 5.87 -1.40 -3.76  C124 1.503, C126 1.429, H137 1.010
126 C 6.86 -2.18 -4.43  N125 1.429, C127 1.538, H138 1.090, H139 1.090
127 C 7.21 -3.51 -3.75  C126 1.538, O128 1.438, H140 1.090, H141 1.090
128 O 7.87 -3.28 -2.49  C127 1.438, C129 1.407
129 C 8.88 -4.20 -2.15  O128 1.407, H142 1.090, H143 1.090, H144 1.090
130 H 4.02 -1.09 -8.07  C121 1.090
131 H 2.43 -0.52 -7.43  C121 1.090
132 H 2.89 -2.25 -7.28  C121 1.090
133 H 2.67 -0.81 -4.84  C123 1.090
134 H 4.02 0.20 -4.51  C123 1.090
135 H 4.33 -2.65 -4.66  C124 1.090
136 H 3.85 -1.88 -3.19  C124 1.090
137 H 6.14 -1.45 -2.78  N125 1.010
138 H 7.70 -1.55 -4.72  C126 1.090
139 H 6.49 -2.53 -5.40  C126 1.090
140 H 7.82 -4.09 -4.44  C127 1.090
141 H 6.36 -4.18 -3.63  C127 1.090
142 H 8.58 -5.25 -2.11  C129 1.090
143 H 9.18 -3.75 -1.21  C129 1.090
144 H 9.81 -4.16 -2.71  C129 1.090
145 C -4.36 2.66 -5.36  O146 1.397, H154 1.090, H155 1.090, H156 1.090
146 O -4.43 1.34 -5.82  C145 1.397, C147 1.458
147 C -3.65 0.31 -5.14  O146 1.458, C148 1.496, H157 1.090, H158 1.090
148 C -3.89 -0.98 -5.85  C147 1.496, N149 1.451, H159 1.090, H160 1.090
149 N -3.13 -1.06 -7.09  C148 1.451, C150 1.464, H161 1.010
150 C -3.80 -0.46 -8.24  N149 1.464, C151 1.570, H162 1.090, H163 1.090
151 C -3.20 0.80 -8.96  C150 1.570, O152 1.498, H164 1.090, H165 1.090
152 O -1.83 0.52 -9.50  C151 1.498, C153 1.433
153 C -1.19 1.51 -10.31  O152 1.433, H166 1.090, H167 1.090, H168 1.090
154 H -5.35 3.07 -5.18  C145 1.090
155 H -4.15 3.20 -6.29  C145 1.090
156 H -3.63 2.80 -4.56  C145 1.090
157 H -4.13 0.18 -4.18  C147 1.090
158 H -2.62 0.55 -4.89  C147 1.090
159 H -4.94 -1.27 -5.84  C148 1.090
160 H -3.45 -1.76 -5.23  C148 1.090
161 H -2.22 -0.62 -7.07  N149 1.010
162 H -4.86 -0.28 -8.09  C150 1.090
163 H -3.90 -1.17 -9.07  C150 1.090
164 H -3.14 1.71 -8.37  C151 1.090
165 H -3.76 1.05 -9.86  C151 1.090
166 H -1.79 1.99 -11.09  C153 1.090
167 H -0.39 1.04 -10.87  C153 1.090
168 H -0.97 2.46 -9.83  C153 1.090
169 C 4.47 -3.70 3.93  O170 1.425, H178 1.090, H179 1.090, H180 1.090
170 O 3.43 -4.48 3.33  C169 1.425, C171 1.370
171 C 3.32 -4.43 1.97  O170 1.370, C172 1.459, H181 1.090, H182 1.090
172 C 2.04 -4.92 1.48  C171 1.459, N173 1.485, H183 1.090, H184 1.090
173 N 0.89 -4.00 1.67  C172 1.485, C174 1.376, H185 1.010
174 C 0.53 -3.77 2.98  N173 1.376, C175 1.619, H186 1.090, H187 1.090
175 C -0.84 -2.91 3.09  C174 1.619, O176 1.458, H188 1.090, H189 1.090
176 O -2.03 -3.61 2.62  C175 1.458, C177 1.445
177 C -3.16 -2.73 2.44  O176 1.445, H190 1.090, H191 1.090, H192 1.090
178 H 5.43 -4.18 3.74  C169 1.090
179 H 4.23 -3.80 4.98  C169 1.090
180 H 4.43 -2.66 3.62  C169 1.090
181 H 4.24 -4.89 1.61  C171 1.090
182 H 3.42 -3.39 1.66  C171 1.090
183 H 1.83 -5.93 1.85  C172 1.090
184 H 2.14 -5.02 0.40  C172 1.090
185 H 0.00 -4.26 1.27  N173 1.010
186 H 1.26 -3.14 3.47  C174 1.090
187 H 0.32 -4.73 3.46  C174 1.090
188 H -0.70 -1.97 2.56  C175 1.090
189 H -0.99 -2.67 4.14  C175 1.090
190 H -3.13 -1.78 1.92  C177 1.090
191 H -3.54 -2.65 3.46  C177 1.090
192 H -3.90 -3.31 1.89  C177 1.090
193 C 5.67 -0.40 0.35  O194 1.379, H202 1.090, H203 1.090, H204 1.090
194 O 5.99 0.16 1.56  C193 1.379, C195 1.460
195 C 7.25 -0.43 2.01  O194 1.460, C196 1.468, H205 1.090, H206 1.090
196 C 7.59 0.04 3.36  C195 1.468, N197 1.475, H207 1.090, H208 1.090
197 N 7.90 1.48 3.46  C196 1.475, C198 1.453, H209 1.010
198 C 6.71 2.29 3.66  N197 1.453, C199 1.568, H210 1.090, H211 1.090
199 C 7.08 3.76 4.04  C198 1.568, O200 1.415, H212 1.090, H213 1.090
200 O 7.23 4.06 5.42  C199 1.415, C201 1.444
201 C 6.15 3.61 6.26  O200 1.444, H214 1.090, H215 1.090, H216 1.090
202 H 5.50 -1.47 0.35  C193 1.090
203 H 6.52 -0.46 -0.33  C193 1.090
204 H 4.86 0.07 -0.22  C193 1.090
205 H 8.03 -0.11 1.34  C195 1.090
206 H 7.19 -1.52 2.03  C195 1.090
207 H 8.51 -0.42 3.71  C196 1.090
208 H 6.83 -0.39 4.02  C196 1.090
209 H 8.69 1.61 4.08  N197 1.010
210 H 5.97 1.86 4.34  C198 1.090
211 H 5.99 2.39 2.85  C198 1.090
212 H 6.26 4.34 3.60  C199 1.090
213 H 7.91 4.14 3.45  C199 1.090
214 H 6.25 4.13 7.22  C201 1.090
215 H 6.17 2.53 6.41  C201 1.090
216 H 5.19 4.06 6.00  C201 1.090
217 C -2.99 2.17 1.97  O218 1.451, H226 1.090, H227 1.090, H228 1.090
218 O -3.28 3.08 0.87  C217 1.451, C219 1.449
219 C -2.81 4.43 1.09  O218 1.449, C220 1.507, H229 1.090, H230 1.090
220 C -2.78 5.41 -0.05  C219 1.507, N221 1.479, H231 1.090, H232 1.090
221 N -1.63 5.33 -0.97  C220 1.479, C222 1.425, H233 1.010
222 C -1.41 4.07 -1.60  N221 1.425, C223 1.614, H234 1.090, H235 1.090
223 C -0.14 4.16 -2.59  C222 1.614, O224 1.421, H236 1.090, H237 1.090
224 O -0.52 4.87 -3.76  C223 1.421, C225 1.388
225 C 0.22 4.59 -4.91  O224 1.388, H238 1.090, H239 1.090, H240 1.090
226 H -3.19 1.20 1.52  C217 1.090
227 H -3.55 2.27 2.90  C217 1.090
228 H -1.91 2.30 2.10  C217 1.090
229 H -1.77 4.34 1.42  C219 1.090
230 H -3.24 4.87 1.99  C219 1.090
231 H -2.85 6.36 0.47  C220 1.090
232 H -3.69 5.39 -0.66  C220 1.090
233 H -1.68 5.87 -1.83  N221 1.010
234 H -2.31 3.65 -2.04  C222 1.090
235 H -1.15 3.31 -0.86  C222 1.090
236 H 0.19 3.15 -2.80  C223 1.090
237 H 0.80 4.59 -2.22  C223 1.090
238 H 0.08 5.47 -5.54  C225 1.090
239 H -0.07 3.66 -5.39  C225 1.090
240 H 1.30 4.73 -4.97  C225 1.090

Löwdin atomic charge list, values in e, 4 entries: number 1, C, carries -0.10; number 2, O, carries -0.21; number 3, C, carries -0.18; number 4, C, carries -0.15